A structure of composition C36H39AsBBaBr2F3N11O7S3 in a non-equilibrium geometry. Source: the OMol25 dataset; level of theory: ωB97M-V with the def2-TZVPD basis set.

XYZ file:
```
104
Properties=species:S:1:pos:R:3:forces:R:3:mulliken_charge:R:1
Ba 0.3368 0.7029 0.2645 0.92 -4.28 1.52 1.760
C 1.1224 -4.3582 -0.2406 -0.03 0.03 0.06 -1.403
C 1.0705 -3.2024 0.5627 0.03 0.02 0.21 -0.465
N 1.4840 -2.1346 -0.0889 0.15 -0.14 -0.67 0.344
N 1.8320 -2.5708 -1.3337 -0.22 0.29 0.18 0.230
C 1.5928 -3.8997 -1.4447 0.13 0.11 -0.08 -0.267
B 2.1914 -1.6242 -2.5133 -0.11 0.04 0.00 0.674
N 3.0948 -0.4395 -2.0619 -0.14 -0.05 0.17 0.147
C 4.2123 0.0131 -2.6763 -0.07 -0.13 -0.04 -0.336
C 4.6969 1.0811 -1.9610 -0.06 0.06 0.09 -1.377
C 3.7820 1.2238 -0.8994 0.14 -0.05 -0.10 -0.478
N 2.8284 0.3126 -0.9690 0.28 -0.07 -0.38 0.824
N 0.8603 -1.1316 -3.1832 0.05 -0.24 0.49 0.291
C 0.5175 -0.8490 -4.4579 0.11 0.00 0.06 -0.146
C -0.8082 -0.4761 -4.4747 -0.03 -0.04 0.08 -1.812
C -1.2015 -0.5560 -3.1254 0.01 0.23 -0.03 -1.574
N -0.2056 -0.9473 -2.3536 0.39 0.00 -0.28 0.783
N 3.0732 -2.4763 -3.4833 -0.24 0.08 -0.24 0.681
C 4.1501 -3.1814 -3.0839 0.01 0.03 0.10 -0.437
C 4.7378 -3.7442 -4.1931 -0.07 0.03 -0.09 -0.995
C 3.9234 -3.3057 -5.2558 0.05 -0.02 -0.05 -0.396
N 2.9284 -2.5433 -4.8295 0.14 -0.05 0.31 -1.073
H 0.8359 -5.3646 0.0154 0.00 0.02 0.00 0.418
H 0.7542 -3.0916 1.5904 0.00 -0.03 -0.04 0.506
H 1.7925 -4.4150 -2.3705 -0.03 -0.03 0.03 0.455
H 4.5755 -0.4619 -3.5738 0.03 0.04 0.02 0.310
H 5.5671 1.6771 -2.1793 -0.02 -0.01 0.01 0.382
H 3.7709 1.9504 -0.1004 -0.01 -0.02 -0.03 0.509
H 1.2376 -0.9518 -5.2491 -0.02 0.00 0.00 0.493
H -1.3866 -0.1576 -5.3263 -0.01 0.01 0.03 0.471
H -2.1445 -0.2860 -2.6702 0.04 0.06 -0.04 1.550
H 4.4113 -3.2229 -2.0381 0.01 -0.01 -0.04 0.512
H 5.6125 -4.3724 -4.2268 -0.02 0.02 -0.01 0.400
H 4.0169 -3.5082 -6.3137 0.01 -0.01 0.05 0.414
C -1.8156 3.4625 2.8555 0.02 -0.04 -0.07 -0.549
C -0.5265 3.1581 3.5659 -0.17 0.02 -0.03 0.812
C -0.0627 4.0277 4.5801 -0.13 0.05 -0.05 -1.188
C 1.1018 3.7555 5.2236 0.13 -0.04 0.08 -0.951
C 1.8517 2.6120 4.8667 0.10 0.09 0.19 0.931
C 3.0679 2.2241 5.4953 -0.29 0.11 -0.18 -0.057
Br 3.8040 3.2638 6.9187 0.00 0.01 0.03 -0.330
C 3.7316 1.1077 5.0823 0.09 -0.29 -0.12 -0.303
C 3.2473 0.3308 4.0243 0.09 0.23 0.24 -0.119
Br 4.2562 -1.1900 3.4923 -0.08 0.04 -0.02 -0.258
C 2.0753 0.6429 3.3047 -0.11 0.18 0.12 -0.475
O 1.6611 0.0082 2.3089 0.28 -0.25 0.53 -0.139
C 1.3424 1.8208 3.8164 -0.40 -0.14 -0.36 -0.172
N 0.1455 2.0978 3.1979 0.84 -0.15 0.30 0.600
H -2.4919 4.0413 3.4882 0.01 -0.02 0.01 0.524
H -2.3084 2.5440 2.5374 0.04 0.00 0.00 -0.219
H -1.6141 4.0492 1.9558 0.01 0.00 0.03 -0.136
H -0.6468 4.9047 4.8342 0.00 -0.01 0.01 0.467
H 1.4668 4.4048 6.0089 0.00 0.00 0.01 0.301
H 4.6513 0.8106 5.5695 0.00 0.01 -0.01 0.390
O 2.0078 4.0091 -1.5827 0.11 0.24 -0.08 -0.787
S 0.9381 3.2839 -0.9571 -0.56 0.69 -0.30 1.136
O 0.4777 2.0955 -1.6819 0.45 1.70 -0.87 -0.560
O 1.1552 2.9918 0.4794 0.47 1.12 -0.69 -0.561
C -0.4708 4.4170 -0.8405 -0.42 -0.07 0.16 0.340
C -0.0887 5.7454 -0.6875 -0.11 -0.11 -0.04 -0.956
C -1.0192 6.7303 -0.3919 0.07 0.05 -0.01 -0.567
C -2.3493 6.3925 -0.2322 -0.11 0.05 0.01 -0.669
C -2.7566 5.0759 -0.3945 0.15 -0.04 -0.01 -0.288
C -1.8423 4.0729 -0.6974 0.48 0.25 -0.24 -1.099
S -2.5709 2.4513 -1.0077 0.54 -0.67 0.63 1.580
O -3.9765 2.5629 -0.6561 -0.07 0.20 0.13 -0.826
O -2.3213 2.1830 -2.3988 -0.13 -0.02 -0.15 -0.778
O -1.8622 1.5200 -0.0714 -2.27 1.44 -0.91 -0.030
H 0.9600 5.9863 -0.8014 -0.02 0.00 0.01 0.504
H -0.6959 7.7590 -0.2810 -0.01 -0.01 0.02 0.363
H -3.0792 7.1554 0.0134 -0.01 -0.02 -0.01 0.372
H -3.7941 4.7936 -0.2803 0.00 0.01 -0.03 0.507
C -5.1733 -0.5817 -0.8692 -0.11 0.08 -0.12 -1.266
As -4.1122 -0.6774 0.8368 0.26 0.24 -0.09 1.188
C -5.0129 0.7160 1.8633 0.18 0.07 -0.09 -1.227
C -5.0886 -2.1771 1.5751 -0.13 -0.23 0.12 -1.228
H -6.1957 -0.2959 -0.6082 -0.01 -0.05 -0.08 0.472
H -5.1397 -1.5817 -1.3024 -0.01 0.02 -0.05 0.219
H -4.7351 0.1579 -1.5356 0.00 -0.01 0.03 0.271
H -6.0870 0.6006 1.7140 -0.01 0.01 0.03 0.477
H -4.6941 1.6922 1.5004 -0.01 -0.04 -0.01 0.176
H -4.7624 0.5994 2.9157 -0.03 0.03 0.01 0.385
H -6.1254 -2.0922 1.2471 -0.02 -0.08 0.03 0.413
H -5.0409 -2.1507 2.6628 -0.02 -0.02 0.00 0.421
H -4.6504 -3.1093 1.2222 -0.04 0.00 -0.02 0.234
C -3.4522 -6.0267 -1.0245 -0.02 0.02 0.00 -1.021
N -3.6565 -4.9510 -1.9589 -0.08 0.04 0.20 0.083
C -4.0008 -5.2531 -3.3364 0.00 0.02 0.03 -0.701
C -3.8926 -3.8840 -4.0133 0.10 -0.07 0.00 -0.660
N -2.9999 -3.2026 -3.1058 -0.01 0.14 0.07 0.038
C -2.9682 -3.7580 -1.8719 -0.02 -0.05 -0.27 0.246
S -2.2290 -3.0996 -0.5529 -0.10 -0.30 0.08 -0.270
H -4.3951 -6.5330 -0.8055 -0.01 0.00 -0.03 0.285
H -3.0462 -5.6116 -0.1043 0.01 0.04 -0.01 0.343
H -2.7409 -6.7601 -1.4256 0.00 -0.01 0.02 0.320
H -5.0059 -5.6714 -3.4094 0.00 -0.05 0.01 0.351
H -3.2930 -5.9776 -3.7620 0.04 0.03 -0.01 0.334
H -4.8674 -3.3891 -4.0729 -0.03 0.01 0.03 0.332
H -3.4746 -3.9505 -5.0168 0.01 0.02 -0.02 0.359
H -2.6477 -2.2655 -3.2353 0.07 -0.02 -0.06 -0.038
F -2.4505 -2.3123 2.7492 0.03 -0.07 0.08 -0.302
C -2.4371 -1.0305 2.3103 0.07 0.19 0.49 -0.270
F -1.1998 -0.8216 1.8184 -0.36 -0.39 0.01 0.152
F -2.5074 -0.2439 3.4198 -0.15 -0.07 0.04 -0.320
```
Positions in Å, forces in eV/Å.

## Properties
ΔE to the lowest compared entry with this formula, charge and spin = 1.945 eV
Net charge = -2
Spin multiplicity = 2
LUMO energy (spin up / spin down) = 3.7145 / 3.6963 eV
⟨S²⟩ = 0.7575

***

A cluster of 2 separate species, C5H8O2 in total. Source: the OMol25 dataset; level of theory: ωB97M-V with the def2-TZVPD basis set.

XYZ file:
```
15
Properties=species:S:1:pos:R:3:forces:R:3:mulliken_charge:R:1
O 3.3109 0.0183 0.0806 0.00 -0.28 -0.16 -0.331
C 2.3232 -0.2835 -0.7291 0.36 0.34 -0.15 -0.218
C -0.1075 -0.1512 0.7133 0.03 -0.03 0.13 -0.111
C -0.7725 0.9630 -0.1438 0.04 0.15 -0.03 -0.412
C -1.9886 0.0422 -0.4287 -0.18 -0.04 -0.05 -0.510
C -1.3259 -1.0243 0.4444 -0.18 -0.38 0.11 0.300
O -1.6140 -2.1461 0.7547 0.02 0.42 -0.08 -0.560
H 3.8174 -0.7944 0.2343 0.00 0.13 0.09 0.384
H 0.7709 -0.6727 0.2983 -0.29 0.16 0.09 0.022
H 1.8136 0.6957 -0.8678 0.18 -0.06 -0.05 0.052
H 0.0949 0.1007 1.7579 -0.07 -0.11 -0.09 0.376
H -1.0185 1.8557 0.4373 0.02 -0.15 -0.09 0.246
H -0.2348 1.2808 -1.0421 -0.04 -0.16 0.20 0.244
H -2.1164 -0.2634 -1.4718 0.01 0.01 0.15 0.259
H -2.9526 0.3793 -0.0373 0.10 -0.02 -0.07 0.260
```
Positions in Å, forces in eV/Å.

## Properties
ΔE to the lowest compared entry with this formula, charge and spin = 4.327 eV
LUMO energy = 0.4393 eV

***

A cluster of 6 separate species, C6H24N12O6 in total in a non-equilibrium geometry. Source: the OMol25 dataset; level of theory: ωB97M-V with the def2-TZVPD basis set.

XYZ file:
```
48
Properties=species:S:1:pos:R:3:forces:R:3:mulliken_charge:R:1
C 3.4396 2.2078 0.5767 0.82 -0.32 -0.16 0.621
O 4.5979 1.8030 0.5883 -0.85 -0.22 0.01 -0.667
N 3.1798 3.5450 0.4842 -0.33 0.77 -0.21 -0.431
N 2.3043 1.4498 0.5958 0.46 -0.22 0.34 -0.131
H 3.9662 4.1643 0.4166 0.04 -0.08 0.19 0.222
H 2.3094 3.9173 0.8142 0.00 0.12 -0.02 0.165
H 1.4209 1.8911 0.4374 -0.19 -0.12 -0.06 0.052
H 2.3576 0.4478 0.7109 0.15 0.11 -0.04 0.257
C -3.9853 2.2656 0.5521 -1.07 -0.16 0.85 0.587
O -5.0632 2.6673 0.9760 0.42 -0.31 -0.83 -0.668
N -2.8260 2.6622 1.1609 0.99 0.32 0.36 -0.292
N -3.7497 1.3449 -0.4291 0.60 0.15 0.16 -0.188
H -1.9054 2.3633 0.8885 -0.13 -0.09 -0.28 0.185
H -2.8744 3.2840 1.9457 -0.32 0.02 -0.06 0.180
H -2.7734 1.1548 -0.5936 0.08 -0.16 -0.55 0.122
H -4.4193 0.8783 -1.0040 -0.51 0.27 0.24 0.135
C -4.7920 -1.8430 0.5952 -2.04 0.17 0.36 0.651
O -5.8403 -1.3301 0.9856 1.18 0.00 -0.22 -0.629
N -3.8251 -2.3043 1.4219 0.02 0.16 -0.43 -0.421
N -4.5819 -2.0647 -0.7327 -0.45 0.42 -0.65 -0.399
H -3.8889 -2.0508 2.3905 0.18 -0.51 0.07 0.205
H -3.1923 -2.9276 0.9624 0.56 -0.15 0.86 0.208
H -3.8514 -2.5841 -1.1764 0.26 0.05 0.19 0.162
H -5.3089 -1.6719 -1.3068 0.05 -0.28 -0.11 0.232
C 2.6518 1.0067 -2.9162 0.26 -1.11 1.40 0.777
O 2.9001 -0.0580 -2.3376 -0.64 0.86 -0.13 -0.704
N 3.5841 1.5699 -3.7319 0.84 0.91 -1.24 -0.499
N 1.4901 1.7052 -2.7800 0.62 0.15 -0.89 -0.233
H 4.5648 1.5185 -3.5175 -0.12 -0.81 0.33 0.237
H 3.4231 2.3983 -4.2806 -0.55 0.05 0.25 0.169
H 1.4468 2.5225 -3.3589 -0.50 0.26 0.37 0.165
H 0.8130 1.5429 -2.0533 -0.26 -0.29 -0.09 0.062
C 2.6977 -2.7114 1.6565 0.21 0.52 0.95 0.580
O 2.8072 -1.5744 1.2108 0.02 -0.73 0.40 -0.636
N 2.7335 -3.0382 2.9934 -0.45 0.06 -1.30 -0.417
N 2.5290 -3.7877 0.8272 0.12 0.86 -1.17 -0.428
H 3.0222 -2.3618 3.6741 -0.04 -0.08 0.08 0.247
H 2.7013 -4.0247 3.1437 0.30 -0.06 0.88 0.157
H 2.2857 -4.7287 1.0541 0.18 -0.13 0.27 0.164
H 2.8507 -3.5484 -0.1016 -0.34 -0.50 -0.03 0.262
C -0.5557 -0.2937 -0.3558 1.08 -0.16 -0.13 0.787
O -0.8560 0.7831 -0.9106 -0.09 -0.34 0.61 -0.902
N 0.6222 -0.9033 -0.5885 -0.43 0.46 -0.71 -0.061
N -1.3504 -0.9302 0.5397 -0.82 0.80 -0.01 -0.305
H 1.2645 -0.4512 -1.2352 0.36 -0.42 0.04 -0.017
H 0.9421 -1.6841 -0.0513 0.20 0.02 0.12 0.073
H -1.1339 -1.8120 0.9549 0.28 -0.01 0.06 0.186
H -2.1318 -0.4091 0.9045 -0.14 -0.27 -0.06 0.179
```
Positions in Å, forces in eV/Å.

## Properties
ΔE to the lowest compared entry with this formula, charge and spin = 1.341 eV
SMILES string = NC(N)=O.NC(N)=O.NC(N)=O.NC(N)=O.NC(N)=O.NC(N)=O
LUMO energy = -0.0547 eV